A molecular structure, C12H36AlFO6 in a non-equilibrium geometry. Source: the Open Molecules 2025 dataset; level of theory: ωB97M-V/def2-TZVPD.

Computed properties:
* multiplicity: 1
* F_max: 0.0677 hartree/bohr
* HOMO-LUMO gap: 2.823 eV
* LUMO: -13.149 eV
* relative energy (zero: lowest compared OMol25 entry of this formula, charge and spin): 1.402 eV
* DFT total energy: -34602.8654 eV
* charge: +2

CARTESIAN COORDINATES (ANGSTROEM)
Al1 0.0456 -1.8696 -2.8965
F1 0.8020 -0.4245 -0.3844
C1 -4.2474 -1.1691 -0.4893
C2 -2.9742 -0.3667 -0.5511
O1 -2.5283 -0.4080 -1.9075
H1 -4.9676 -0.7815 -1.2098
H2 -4.7049 -1.1528 0.4999
H3 -4.0601 -2.1925 -0.8145
H4 -2.1379 -0.7869 0.0077
H5 -3.0044 0.6310 -0.1132
H6 -3.1782 0.0456 -2.4493
C3 -1.1188 2.9788 -2.6984
C4 0.1370 2.1445 -2.7612
O2 0.0448 1.1580 -3.7360
H7 -1.9012 2.3066 -2.3462
H8 -1.4698 3.3966 -3.6419
H9 -0.9710 3.7636 -1.9565
H10 0.2118 1.6106 -1.8138
H11 0.9903 2.8172 -2.8475
H12 0.3736 1.4624 -4.5850
C5 4.8682 2.5583 -1.1165
C6 3.5941 2.0615 -0.3869
O3 3.3774 0.6792 -0.6031
H13 5.2095 3.4541 -0.5977
H14 4.7461 2.8382 -2.1629
H15 5.7079 1.8636 -1.1002
H16 2.7109 2.6476 -0.6412
H17 3.6876 2.0330 0.6987
H18 2.5107 0.4318 -0.2726
C7 -2.1113 -4.1970 1.4430
C8 -1.4688 -4.2685 0.0342
O4 -0.8886 -3.0274 -0.2771
H19 -1.3709 -3.8902 2.1818
H20 -2.5737 -5.1393 1.7368
H21 -2.9956 -3.5610 1.4019
H22 -2.1446 -4.5491 -0.7737
H23 -0.6470 -4.9833 -0.0067
H24 -0.4186 -2.7513 0.5131
C9 -0.8350 3.5308 1.8976
C10 -0.2212 2.5787 0.8480
O5 -0.3046 1.3090 1.3788
H25 -1.8858 3.3303 2.1064
H26 -0.7066 4.5606 1.5642
H27 -0.3039 3.4365 2.8449
H28 0.8108 2.8284 0.6016
H29 -0.7930 2.6162 -0.0793
H30 0.0759 0.7798 0.6740
C11 2.1806 -2.8719 3.5689
C12 1.9263 -1.8117 2.4803
O6 0.9118 -2.2760 1.5940
H31 1.2333 -3.2616 3.9418
H32 2.8008 -2.3445 4.2937
H33 2.6713 -3.7691 3.1916
H34 2.8643 -1.5998 1.9671
H35 1.6112 -0.8216 2.8097
H36 0.8294 -1.5778 0.9403

Results of the natural (NBO) charge analysis, in e, for atoms 1 through 5: 1.04 -0.82 -0.64 -0.07 -0.75

***

5 unconnected molecules or ions with the total composition C12H36BrO7P. Source: the Open Molecules 2025 dataset; level of theory: ωB97M-V/def2-TZVPD.

Computed properties:
* multiplicity: 1
* F_max: 0.0142 hartree/bohr
* structure (SMILES): OCCOCOC[PH3]Br.CCO.CCO.CCO.CCO
* HOMO-LUMO gap: 9.408 eV
* LUMO: 0.362 eV
* DFT total energy: -106688.3228 eV
* charge: 0

CARTESIAN COORDINATES (ANGSTROEM)
O1 2.5354 1.7899 -0.0785
C1 2.0058 0.5460 0.3678
C2 0.6811 0.7209 1.0796
O2 -0.2090 1.4148 0.2253
C3 -1.3610 1.8336 0.8711
O3 -2.2294 2.2548 -0.1425
C4 -3.5457 2.5185 0.3016
P1 -4.6425 1.0269 -0.0112
Br1 -6.0623 -0.8845 -0.4842
H1 3.1729 2.1190 0.5641
H2 2.6971 0.0238 1.0319
H3 1.8751 -0.0870 -0.5087
H4 0.2848 -0.2705 1.3380
H5 0.8262 1.2832 2.0149
H6 -1.1402 2.6752 1.5519
H7 -1.8035 1.0077 1.4595
H8 -3.5741 2.7809 1.3705
H9 -3.9190 3.3855 -0.2531
H10 -5.8295 1.7539 0.0998
H11 -4.0212 0.7428 -1.2281
H12 -4.2370 0.3239 1.1194
C5 1.0529 -4.5954 0.9716
C6 2.0998 -3.6036 0.5092
O4 2.1574 -2.4484 1.3487
H13 0.0705 -4.1232 1.0046
H14 1.0039 -5.4500 0.2952
H15 1.2712 -4.9708 1.9722
H16 1.8671 -3.2222 -0.4849
H17 3.0853 -4.0786 0.4592
H18 2.3610 -2.7432 2.2419
C7 0.9858 0.9866 -3.3557
C8 2.0838 2.0315 -3.4539
O5 1.8391 3.1493 -2.6175
H19 0.0210 1.4138 -3.6303
H20 1.1906 0.1296 -4.0006
H21 0.9084 0.6368 -2.3271
H22 2.1509 2.4239 -4.4698
H23 3.0547 1.5848 -3.2061
H24 1.8316 2.8356 -1.7018
C9 0.1710 5.9373 -3.3353
C10 0.1159 7.2001 -4.1704
O6 0.6411 8.3338 -3.4830
H25 -0.3813 6.0744 -2.4044
H26 -0.2584 5.0902 -3.8710
H27 1.1982 5.6711 -3.0833
H28 -0.9131 7.4653 -4.4140
H29 0.6506 7.0533 -5.1159
H30 1.5534 8.1382 -3.2490
C11 -0.6343 -7.9220 5.5568
C12 -0.5286 -7.4778 4.1115
O7 0.3088 -6.3349 3.9520
H31 -1.0129 -7.1101 6.1780
H32 -1.3063 -8.7759 5.6511
H33 0.3431 -8.2199 5.9442
H34 -1.5032 -7.1737 3.7313
H35 -0.1694 -8.3002 3.4839
H36 1.1861 -6.5650 4.2736

Results of the natural (NBO) charge analysis, in e, for atoms 1 through 5: -0.74 -0.08 -0.09 -0.53 0.26

***

7 unconnected molecules or ions with the total composition C12H36ClO10 in a non-equilibrium geometry. Source: the Open Molecules 2025 dataset; level of theory: ωB97M-V/def2-TZVPD.

Computed properties:
* multiplicity: 1
* F_max: 0.0540 hartree/bohr
* HOMO-LUMO gap: 8.171 eV
* LUMO: 2.327 eV
* relative energy (zero: lowest compared OMol25 entry of this formula, charge and spin): 2.429 eV
* DFT total energy: -46017.2701 eV
* charge: -1

CARTESIAN COORDINATES (ANGSTROEM)
Cl1 -1.5066 -2.1660 -1.0100
O1 -1.1426 -3.0247 -2.0622
O2 -0.5590 -1.0782 -0.8933
O3 -2.8465 -1.7392 -1.3414
O4 -1.5251 -2.8808 0.2378
C1 -6.9923 1.0931 4.3615
C2 -5.7031 0.8214 3.6225
C3 -4.3773 1.1634 4.2788
O5 -5.7105 -0.6140 3.4312
H1 -7.8792 0.5585 4.0213
H2 -7.3036 2.1143 4.1416
H3 -6.8776 0.9125 5.4303
H4 -5.6313 1.3153 2.6535
H5 -4.2948 0.6428 5.2329
H6 -4.2202 2.2335 4.4136
H7 -3.5228 0.8480 3.6801
H8 -4.9466 -0.8638 2.9062
C4 3.2796 3.3185 -6.4490
C5 3.0429 2.3935 -5.2808
C6 4.3584 1.7965 -4.7421
O6 2.4348 3.1920 -4.2607
H9 3.8544 2.7568 -7.1854
H10 3.8940 4.1487 -6.1007
H11 2.3975 3.7709 -6.9021
H12 2.3112 1.6352 -5.5597
H13 4.9855 2.5205 -4.2219
H14 4.9010 1.2684 -5.5262
H15 4.1761 0.9958 -4.0253
H16 2.1802 2.6033 -3.5465
C7 2.0856 -4.9609 4.9090
C8 1.7460 -3.7208 5.6605
C9 2.4852 -2.5083 5.2756
O7 0.3901 -3.3625 5.4231
H17 1.9918 -4.8230 3.8318
H18 1.4618 -5.8131 5.1788
H19 3.0888 -5.3041 5.1615
H20 1.9287 -3.9298 6.7146
H21 2.0053 -1.6198 5.6859
H22 2.5247 -2.3201 4.2027
H23 3.5358 -2.5732 5.5585
H24 0.2236 -3.4883 4.4861
C10 3.9402 -4.6287 -5.1898
O8 2.7779 -4.3005 -5.9360
H25 3.5629 -5.1985 -4.3407
H26 4.6760 -5.2972 -5.6370
H27 4.3750 -3.6896 -4.8474
H28 2.0297 -4.1456 -5.3549
C11 -3.8867 3.2472 -5.0118
O9 -4.1354 2.9630 -3.6362
H29 -4.5579 2.6830 -5.6594
H30 -4.0365 4.2811 -5.3229
H31 -2.8965 2.9105 -5.3185
H32 -3.6545 2.1457 -3.4866
C12 1.8538 3.5939 2.9917
O10 1.6584 4.8772 3.5810
H33 1.4763 3.5950 1.9692
H34 2.9155 3.3597 3.0695
H35 1.3918 2.8438 3.6337
H36 2.2662 5.4473 3.1043

Results of the natural (NBO) charge analysis, in e, for atoms 1 through 5: 2.57 -0.90 -0.89 -0.89 -0.89

***

HOMO level (computed, Ha): -0.5870; -0.3324; -0.2148